C4H4CdO2 as an isolated structure, computed with ωB97M-V with the def2-TZVPD basis set.

Structure (XYZ):
```
11
Properties=species:S:1:pos:R:3:nbo_charge:R:1
H 0.107 1.239 2.089 0.253
O -1.868 1.637 -3.056 -0.684
C -1.147 2.461 -2.180 -0.199
C -0.825 1.739 -0.958 0.367
C -0.502 1.151 0.058 -0.255
H -2.108 2.147 -3.836 0.508
H -1.711 3.365 -1.887 0.265
H -0.190 2.806 -2.614 0.269
C -0.461 0.627 1.365 0.465
O -0.724 -0.545 1.660 -0.835
Cd -1.335 -2.229 1.045 1.845
```

Charge = +2
ΔE to the lowest compared entry with this formula, charge and spin = 0.00 kcal/mol
HOMO energy = -17.5 eV